A molecular structure, C36H35Li4N7O3 at a distorted geometry. Source: the OMol25 dataset; level of theory: ωB97M-V/def2-TZVPD.

Geometry as XYZ:
```
85
Properties=species:S:1:pos:R:3:mulliken_charge:R:1
Li -9.29765 -12.47206 8.87136 0.89
Li -12.56931 -11.07384 5.19934 0.81
Li -16.63609 -13.03500 8.70285 0.83
Li -12.14650 -16.08050 9.05132 0.89
C -13.34887 -12.48708 8.25916 0.72
O -12.20621 -12.11550 7.94386 -0.89
O -14.28030 -12.00621 7.62562 -0.68
O -13.61934 -13.48479 8.89119 -0.84
N -15.33468 -10.25947 3.23593 -0.29
C -15.53514 -9.02603 2.66041 -0.25
C -16.78864 -8.83726 2.03092 -0.32
C -17.74565 -9.80369 1.97762 -0.22
C -17.55643 -10.99620 2.66158 -0.41
C -16.28184 -11.25564 3.20299 -0.29
H -14.78949 -8.29277 2.39069 0.34
H -16.98838 -7.87769 1.57737 0.33
H -18.68757 -9.62330 1.48098 0.38
H -18.35801 -11.71708 2.59675 0.39
H -16.00913 -12.20143 3.64740 0.37
N -12.47526 -16.99145 12.33210 -0.35
C -13.50758 -16.53468 13.06603 -0.23
C -13.70534 -16.86761 14.45360 -0.45
C -12.77660 -17.71619 15.07249 -0.21
C -11.75532 -18.23766 14.31022 -0.42
C -11.56259 -17.78449 12.96803 -0.25
H -14.21037 -15.95534 12.48564 0.45
H -14.58860 -16.45206 14.91574 0.38
H -12.93783 -17.96424 16.11117 0.41
H -11.05816 -18.91357 14.78300 0.36
H -10.60877 -17.98410 12.50241 0.35
N -9.01491 -11.64362 12.04675 -0.31
C -10.15432 -12.25556 12.59665 -0.12
C -10.64837 -12.04028 13.87817 -0.48
C -9.85056 -11.28376 14.73414 -0.24
C -8.69411 -10.59182 14.25286 -0.41
C -8.30969 -10.87937 12.95397 -0.26
H -10.64472 -12.91459 11.89550 0.36
H -11.56041 -12.49172 14.23978 0.41
H -10.23250 -11.15266 15.73579 0.37
H -8.15327 -9.83842 14.80628 0.37
H -7.47089 -10.37628 12.49602 0.35
N -17.18116 -11.51366 12.03417 -0.41
C -18.31512 -10.80871 12.34580 -0.21
C -18.39549 -9.92318 13.39021 -0.38
C -17.31724 -9.82416 14.25469 -0.22
C -16.18838 -10.61747 14.01078 -0.42
C -16.12254 -11.40403 12.85915 -0.21
H -19.17792 -11.01680 11.73045 0.37
H -19.34427 -9.46746 13.63218 0.36
H -17.49648 -9.12104 15.05461 0.37
H -15.34711 -10.69006 14.68413 0.35
H -15.19230 -11.89149 12.60727 0.43
N -19.30522 -11.58419 7.37301 -0.33
C -19.15779 -10.21274 7.33786 -0.29
C -20.23876 -9.29565 7.24467 -0.41
C -21.51442 -9.84855 7.05402 -0.20
C -21.65307 -11.22810 6.92377 -0.44
C -20.52877 -12.01186 7.14973 -0.29
H -18.14851 -9.84885 7.46176 0.45
H -20.01829 -8.24253 7.33809 0.40
H -22.28387 -9.11155 6.87744 0.38
H -22.61715 -11.67717 6.73594 0.39
H -20.62861 -13.07532 6.99004 0.38
N -11.40753 -8.08889 5.42480 -0.27
C -10.67420 -7.29812 4.61721 -0.23
C -10.41598 -5.97416 4.87199 -0.38
C -10.96998 -5.36528 5.97367 -0.22
C -11.78802 -6.11501 6.80145 -0.49
C -11.96541 -7.46256 6.55741 -0.24
H -10.27513 -7.77736 3.73547 0.36
H -9.81033 -5.42720 4.16459 0.36
H -10.91221 -4.29417 6.09920 0.39
H -12.20497 -5.70716 7.71041 0.36
H -12.53687 -8.12543 7.19021 0.42
N -11.00987 -13.05786 3.18377 -0.25
C -10.60909 -14.29228 3.61365 -0.25
C -9.81307 -15.19714 2.85320 -0.53
C -9.46545 -14.74088 1.57907 -0.04
C -9.85079 -13.48884 1.09404 -0.61
C -10.62389 -12.70416 1.98775 -0.10
H -10.61046 -14.38581 4.68959 0.35
H -9.40713 -16.14579 3.17209 0.35
H -8.94060 -15.40805 0.91137 0.36
H -9.54133 -13.16852 0.11016 0.37
H -10.98499 -11.71346 1.75422 0.39
```

The value obtained for the relative energy (zero: lowest compared OMol25 entry of this formula, charge and spin) is 1100.8 kJ/mol. The HOMO energy is -10.67 eV. The value obtained for the max |F| is 7.9 eV/Å. The value obtained for the lowest unoccupied orbital energy is -5.91 eV. The total energy comes out at -2031.42616 hartree. As for the charge: +2.


A molecular structure, C36H35N5O3PdS. Source: the OMol25 dataset; level of theory: ωB97M-V/def2-TZVPD.

Geometry as XYZ:
```
81
Properties=species:S:1:pos:R:3:mulliken_charge:R:1
Pd -1.85615 0.45006 1.06638 1.16
N -0.54975 -4.54711 -4.19973 -0.41
C -0.84082 -3.82884 -3.35330 -0.21
C -1.15456 -2.87918 -2.32060 0.70
C -0.55634 -2.97520 -1.07116 -0.72
C -0.81260 -1.99789 -0.13034 -0.30
N -1.62355 -0.95782 -0.38586 -0.09
C -2.23925 -0.89568 -1.57586 -0.72
C -2.03106 -1.82867 -2.56937 -0.65
H 0.10354 -3.79481 -0.82531 0.54
H -0.36646 -2.05494 0.85386 0.59
H -2.91730 -0.07131 -1.73318 0.61
H -2.54011 -1.73544 -3.51766 0.55
S -4.53027 3.54900 -0.76566 -0.04
C -3.10961 3.42366 -1.70444 -0.24
C -2.30796 2.45008 -1.21357 -0.70
N -2.81964 1.81353 -0.10551 0.07
C -3.98628 2.30888 0.24084 -0.13
H -2.93349 4.06413 -2.55231 0.43
H -1.34259 2.16039 -1.59732 0.46
H -4.54418 1.96281 1.09760 0.40
C 2.86808 1.45002 1.20334 -1.46
C 3.71473 0.16650 1.17001 0.91
C 2.90124 -1.06053 1.61932 0.30
C 4.35403 -0.08093 -0.15005 0.14
C 5.70412 -0.09018 -0.31916 -1.03
C 6.25828 -0.39229 -1.57563 -0.49
C 5.51332 -0.72359 -2.72642 -1.00
C 4.15625 -0.74694 -2.68489 0.52
C 3.32550 -1.11545 -3.86732 0.45
C 2.51114 0.08530 -4.38186 -1.50
C 2.42549 -2.32598 -3.57752 -1.45
C 3.49518 -0.35647 -1.37381 0.88
O 2.29870 -0.23350 -1.30662 -0.40
H 2.62936 1.65788 2.24678 0.29
H 1.93104 1.34377 0.65845 0.19
H 3.41423 2.30769 0.80940 0.45
H 4.53560 0.29813 1.87945 0.61
H 1.99709 -1.16981 1.02151 -0.10
H 2.61539 -0.92143 2.66060 -0.97
H 3.48257 -1.98162 1.55969 0.52
H 6.36328 0.11943 0.51274 0.56
H 7.34009 -0.38870 -1.66452 0.45
H 6.04027 -0.96868 -3.63911 0.52
H 4.03237 -1.39846 -4.65048 0.65
H 1.73955 0.37120 -3.66968 0.24
H 2.03117 -0.20018 -5.31732 0.44
H 3.14757 0.94714 -4.58318 0.41
H 1.64574 -2.06586 -2.86269 0.06
H 2.99437 -3.17257 -3.19125 0.40
H 1.95342 -2.64481 -4.50611 0.54
O -1.91770 1.55673 2.81931 -0.74
C -1.25260 0.64324 3.40176 -0.14
N -0.76616 0.56358 4.62989 0.02
C -0.06564 -0.72639 4.79513 3.69
C -0.24338 -1.33756 3.36536 -0.76
O 0.20384 -2.38740 2.98063 -0.66
N -0.95761 -0.42747 2.63110 -0.26
C 1.42894 -0.54227 5.01105 -1.10
C 2.03909 0.70350 4.93678 -0.20
C 3.41816 0.81825 5.07929 -0.84
C 4.19285 -0.31148 5.28980 -0.52
C 3.58386 -1.55956 5.36449 -1.01
C 2.21063 -1.67565 5.22826 0.15
C -0.74630 -1.55685 5.87175 0.09
C -0.33748 -1.44448 7.19348 -0.24
C -1.00951 -2.13446 8.19370 -0.93
C -2.08863 -2.94324 7.87776 -0.48
C -2.50201 -3.05884 6.55634 -0.96
C -1.83532 -2.36763 5.55876 -0.34
H -1.05135 1.15727 5.39284 0.33
H 1.44676 1.59521 4.77632 0.46
H 3.87904 1.79733 5.04522 0.45
H 5.26348 -0.22132 5.41943 0.49
H 4.17950 -2.44484 5.54405 0.44
H 1.74067 -2.64833 5.29036 0.53
H 0.51145 -0.82449 7.45520 0.43
H -0.68098 -2.04067 9.22005 0.43
H -2.60569 -3.48630 8.65713 0.42
H -3.34100 -3.69324 6.30435 0.43
H -2.16417 -2.47277 4.53067 0.38
```

The value obtained for the relative energy (zero: lowest compared OMol25 entry of this formula, charge and spin) is 0.0 kJ/mol. The HOMO energy is -13.18 eV. The value obtained for the max |F| is 0.2 eV/Å. The value obtained for the lowest unoccupied orbital energy is -8.81 eV. The total energy comes out at -2417.88146 hartree. As for the charge: +2.


A molecular structure, C36H36As2N2NiO11Te. Source: the OMol25 dataset; level of theory: ωB97M-V/def2-TZVPD.

Geometry as XYZ:
```
89
Properties=species:S:1:pos:R:3:mulliken_charge:R:1
Ni 1.31122 1.66722 -0.41892 1.09
O 4.61456 0.84103 2.54625 -0.78
C 3.78238 0.72152 3.60344 0.36
C 4.29321 0.16381 4.77735 -0.67
C 3.49061 0.03193 5.89103 -0.35
C 2.16093 0.45470 5.86030 -0.84
C 1.65594 0.99733 4.69756 -0.60
C 2.44693 1.13297 3.55260 0.47
C 1.87662 1.67488 2.30130 1.04
O 2.64736 1.67585 1.23941 -1.33
N 0.64632 2.10361 2.30703 -0.64
N 0.32649 2.53013 1.02331 1.11
C -0.37115 3.59657 0.90542 -0.17
C -0.51166 4.30684 -0.34564 0.17
C -1.51529 5.28248 -0.44656 -0.61
C -1.61652 6.10592 -1.54251 -0.79
C -0.65849 5.98892 -2.55333 -0.37
C 0.35335 5.05959 -2.47233 -0.34
C 0.45046 4.16897 -1.38259 0.27
O 1.42263 3.28879 -1.37365 -1.16
H 4.07341 1.22152 1.82161 0.35
H 5.32821 -0.15184 4.78142 0.45
H 3.90078 -0.40206 6.79446 0.40
H 1.53466 0.36076 6.73750 0.42
H 0.62963 1.33500 4.64331 0.51
H -0.79700 4.02675 1.81186 0.38
H -2.22206 5.37896 0.37081 0.38
H -2.40527 6.84185 -1.61137 0.40
H -0.70598 6.64354 -3.41544 0.40
H 1.10323 4.98097 -3.24959 0.46
C 0.11759 -1.67414 3.19785 -0.95
O -0.40356 -0.92290 2.08487 0.08
C -0.73280 -1.59563 0.98149 -0.46
O -0.64278 -2.79188 0.85622 -0.64
C -1.06756 -0.61419 -0.10486 1.38
C -1.02717 -0.95571 -1.40788 1.02
As -1.92247 -2.67947 -1.73836 0.16
C -2.19393 -2.65267 -3.68467 -1.25
C -3.58370 -1.68720 -1.17165 1.33
C -3.73292 -0.62669 -0.37337 -0.11
As -2.38376 0.79753 0.09418 0.10
C -2.71514 0.89677 2.01959 -1.04
C -5.05864 -0.15805 0.14899 0.04
O -5.47333 0.93731 -0.11277 -0.60
O -5.70061 -0.90844 1.06203 -0.37
C -5.12271 -2.10461 1.59304 -0.28
C -4.74878 -2.48332 -1.65890 -0.40
O -4.66716 -3.65886 -1.93055 -0.58
O -5.86427 -1.76630 -1.78473 -0.19
C -7.02908 -2.49520 -2.20110 -0.82
C -1.08141 0.10402 -2.45953 -0.54
O -1.89082 0.20549 -3.33614 -0.52
O 0.02382 0.90148 -2.40076 0.10
C 0.14374 1.80039 -3.53428 -1.15
H -0.32379 -1.24654 4.09414 0.24
H 1.19746 -1.53654 3.22569 0.24
H -0.13434 -2.72498 3.09908 0.45
H -1.23057 -2.47473 -4.16329 0.41
H -2.89325 -1.89190 -4.01092 0.33
H -2.54491 -3.64592 -3.95779 0.40
H -2.80904 -0.08472 2.47646 0.24
H -3.63605 1.46374 2.15330 0.56
H -1.87658 1.42073 2.47713 0.20
H -5.89503 -2.54070 2.21939 0.31
H -4.25212 -1.86809 2.20601 0.08
H -4.84018 -2.81605 0.81989 0.20
H -7.85003 -1.78928 -2.13523 0.28
H -7.19542 -3.34818 -1.54663 0.33
H -6.90207 -2.84505 -3.22383 0.29
H 1.15661 2.18152 -3.50308 0.26
H -0.56735 2.61509 -3.42340 0.32
H -0.06099 1.24663 -4.44611 0.48
C 2.58059 -2.24462 -1.56031 -1.10
Te 2.38763 -0.74650 -0.03803 0.03
C 4.33025 -0.22019 -0.76102 -1.10
C 4.93617 -1.54261 -1.14669 0.57
C 6.29896 -1.79097 -1.09541 -0.76
C 6.79366 -3.03869 -1.45371 -0.57
C 5.92523 -4.04090 -1.85790 -0.60
C 4.55795 -3.79917 -1.90485 -0.72
C 4.05690 -2.55334 -1.55774 0.69
H 2.24396 -1.81883 -2.50729 0.47
H 1.96884 -3.11249 -1.32503 0.59
H 4.89703 0.33303 -0.01929 0.46
H 4.17363 0.41321 -1.63483 0.45
H 6.97531 -1.01318 -0.76192 0.45
H 7.85754 -3.23060 -1.40377 0.39
H 6.30868 -5.01773 -2.12236 0.40
H 3.87730 -4.58770 -2.20337 0.44
```

The HOMO energy (spin up / spin down) is -7.85 / -7.80 eV. The value obtained for the max |F| is 0.6 eV/Å. Its spin multiplicity is 3. The value obtained for the lowest unoccupied orbital energy (spin up / spin down) is -0.86 / -0.90 eV. The total energy comes out at -8578.38832 hartree. As for the charge: 0.